# C2H8NOPS2

A 2-piece molecular cluster, C2H8NOPS2 overall in a non-equilibrium geometry (the ωB97M-V functional and the def2-TZVPD basis, the OMol25 dataset).

```
15
Properties=species:S:1:pos:R:3:forces:R:3
C -1.0947 2.1945 -0.5680 2.64 -4.56 1.93
C 0.9053 0.9800 -0.0137 1.47 -1.68 -1.33
N -0.4583 1.1856 0.0253 -4.95 4.52 -0.38
O -3.1243 0.5450 1.0022 -0.08 0.10 -0.84
P -1.7797 -0.4148 0.7784 -0.97 0.02 -0.12
S -2.1434 -1.3238 -0.9065 0.23 0.12 0.11
S 0.8281 -3.2397 0.5832 -2.28 -3.73 -1.05
H -2.0740 2.3429 -0.2259 -1.44 0.25 0.00
H -0.6939 2.6227 -1.4414 0.71 1.25 -0.68
H -0.0944 -3.7325 1.5539 1.30 0.89 -1.18
H 1.4842 1.7064 0.5465 -0.18 0.01 0.39
H 1.0010 -0.0536 0.3953 0.85 0.71 -0.49
H 1.2180 1.0729 -1.0680 0.50 -0.45 0.30
H -3.7483 0.5182 0.2181 1.09 -0.22 1.04
H 1.2466 -2.2901 1.2486 1.11 2.76 2.30
```
Positions in Å, forces in eV/Å.

- E_tot (eV) = -36699.398
- F_max (eV Å⁻¹) = 6.71
- total charge = 0
- Kohn-Sham gap (eV) = 7.64
- energy above the lowest of the compared OMol25 structures with the same formula, charge and spin (kJ/mol) = 282.0
- highest occupied orbital energy (eV) = -8.169